ORCA calculation (the ωB97M-V functional and the def2-TZVPD basis) on the molecule C10H19N3O4 at a distorted geometry.

```
36
Properties=species:S:1:pos:R:3:mulliken_charge:R:1
C -3.1453 1.2064 1.5094 -1.48
C -1.8023 0.9663 0.7998 0.37
C -1.7262 1.8756 -0.4560 -1.40
C -1.6861 -0.5451 0.4467 -0.36
N -0.3417 -0.8972 0.1190 0.06
C 0.5963 -1.2197 1.0145 0.30
O 0.3739 -1.2188 2.2341 -0.72
C 1.8906 -1.7493 0.4382 -0.02
N 1.7424 -3.1116 -0.0669 -0.64
C 2.6308 -0.8206 -0.5487 -0.97
C 3.1725 0.4980 0.0580 -0.75
C 2.1810 1.6041 -0.1701 0.48
N 1.9565 2.0010 -1.4686 -0.42
O 1.5015 2.0455 0.7588 -0.61
C -2.6061 -0.9655 -0.7181 0.30
O -3.8324 -0.8910 -0.7338 -0.62
O -1.9818 -1.5000 -1.7551 -0.45
H -3.2160 0.6978 2.4822 0.39
H -3.2581 2.2668 1.7516 0.42
H -3.9054 0.8857 0.7847 0.31
H -0.9318 1.1235 1.4590 0.42
H -1.6904 2.9424 -0.1447 0.41
H -2.6443 1.6614 -1.0397 0.40
H -0.8404 1.6811 -1.1175 0.20
H -1.9585 -1.0631 1.3810 0.62
H -0.1104 -0.9431 -0.8507 0.33
H 2.5124 -1.7650 1.3186 0.40
H 1.1485 -3.2028 -0.8702 0.25
H 1.4398 -3.7514 0.6797 0.30
H 3.4342 -1.5123 -0.8979 0.31
H 1.9984 -0.6329 -1.4208 0.48
H 4.1961 0.7571 -0.2971 0.35
H 3.2750 0.4252 1.1345 0.38
H 1.5710 2.9382 -1.4268 0.31
H 2.7985 1.9142 -2.0539 0.27
H -2.7424 -1.7010 -2.3336 0.37
```

Properties
- lowest unoccupied orbital energy (eV) = 0.459
- net charge = 0
- frontier orbital gap (hartree) = 0.3540
- HOMO level (eV) = -9.17
- energy above the lowest of the compared OMol25 structures with the same formula, charge and spin (kJ/mol) = 80.80
- DFT total energy (Ha) = -857.7258
- SMILES = CC(C)[C@H](NC(=O)[C@@H](N)CCC(N)=O)C(=O)O